w.
ORCA calculation (wB97M-V/def2-TZVPD) on one molecule with the formula C5H11P.

As for the HOMO energy (spin up / spin down): -8.212 / -7.974 eV. The calculation puts the gap between HOMO and LUMO (spin up / spin down) at 7.97 / 8.07 eV.

```
! RIJCOSX wB97M-V def2-TZVPD def2/J DEFGRID3
* xyz 0 1
C 1.03 0.59 -0.79
C -0.40 0.91 -0.44
C 1.08 -0.65 -1.63
C -0.93 -0.06 0.59
C -0.18 0.05 1.93
P -0.81 -1.86 0.13
H 1.44 1.52 -1.34
H 1.64 0.66 0.16
H -0.43 1.84 0.04
H -1.13 0.91 -1.18
H 0.66 -0.57 -2.62
H 1.91 -1.33 -1.62
H -2.00 0.08 0.78
H 0.92 0.09 1.81
H -0.37 -0.93 2.47
H -0.54 0.85 2.60
H -1.88 -2.10 -0.87
*
```

***

x.
ORCA calculation (wB97M-V/def2-TZVPD) on a 2-piece molecular cluster, C5H11P overall.

As for the HOMO energy: -7.960 eV. The calculation puts the gap between HOMO and LUMO at 8.87 eV.

```
! RIJCOSX wB97M-V def2-TZVPD def2/J DEFGRID3
* xyz 0 1
C -1.30 -0.32 -1.15
C -0.70 0.16 0.03
C -0.35 1.54 0.34
C 2.14 -0.54 0.02
C 0.93 -1.18 0.62
P -2.24 -0.86 0.41
H -1.61 0.42 -1.78
H -1.10 -1.25 -1.72
H -0.01 1.75 1.33
H -1.16 2.29 0.24
H 0.37 2.01 -0.21
H 2.94 -0.72 0.74
H 1.83 0.51 -0.10
H 2.43 -0.86 -0.97
H 0.59 -1.02 1.72
H 0.53 -2.01 0.18
H -3.30 0.08 0.30
*
```

***

y.
ORCA calculation (wB97M-V/def2-TZVPD) on one molecule with the formula C5H11P.

As for the HOMO energy: -8.711 eV. Its SMILES is C[C@@H]1C[C@@]1(C)P. The calculation puts the gap between HOMO and LUMO at 9.73 eV.

```
! RIJCOSX wB97M-V def2-TZVPD def2/J DEFGRID3
* xyz 0 1
C 1.65 -0.70 0.57
C 0.30 -1.21 0.14
C -0.05 -0.97 -1.33
C -0.72 -0.20 -0.18
C -0.15 1.53 0.08
P -2.52 -0.45 0.22
H 1.52 -0.35 1.68
H 2.03 0.10 -0.06
H 2.37 -1.50 0.64
H 0.11 -2.28 0.44
H 0.59 -0.54 -2.12
H -0.87 -1.56 -1.66
H -1.05 2.19 -0.02
H 0.67 1.75 -0.66
H 0.23 1.24 1.12
H -3.15 0.83 -0.25
H -2.26 -0.36 1.63
*
```

***

Stability, highest: w

***

w.
ORCA calculation (wB97M-V/def2-TZVPD) on a 2-piece molecular cluster, CH3NS2 overall.

As for the HOMO energy (spin up / spin down): -8.460 / -8.474 eV. The calculation puts the gap between HOMO and LUMO (spin up / spin down) at 6.34 / 6.40 eV.

```
! RIJCOSX wB97M-V def2-TZVPD def2/J DEFGRID3
* xyz 0 1
C -0.08 -0.33 0.11
N -0.05 0.21 -1.08
S -2.10 1.76 1.46
S 1.45 -0.78 0.90
H -0.93 0.47 -1.66
H 0.80 0.47 -1.40
H 0.90 -1.81 1.67
*
```

***

x.
ORCA calculation (wB97M-V/def2-TZVPD) on a 2-piece molecular cluster, CH3NS2 overall.

As for the HOMO energy: -8.716 eV. The calculation puts the gap between HOMO and LUMO at 8.32 eV.

```
! RIJCOSX wB97M-V def2-TZVPD def2/J DEFGRID3
* xyz 0 1
C -0.74 0.05 -0.14
N 0.63 -0.15 -0.49
S 1.92 -1.14 0.25
S 1.79 0.91 0.25
H -0.95 0.99 -0.50
H -1.32 -0.76 -0.60
H -1.31 0.09 1.24
*
```

***

y.
ORCA calculation (wB97M-V/def2-TZVPD) on CH3NS2 as an isolated structure.

As for the HOMO energy: -8.195 eV. The calculation puts the gap between HOMO and LUMO at 6.65 eV.

```
! RIJCOSX wB97M-V def2-TZVPD def2/J DEFGRID3
* xyz 0 1
C 1.02 -0.10 0.64
N -1.28 -0.24 -0.84
S 2.39 0.99 2.19
S -0.50 0.59 0.57
H 1.23 -1.15 0.18
H -2.23 0.01 -1.11
H -0.62 -0.11 -1.63
*
```

***

Stability, highest: x

***

w.
ORCA calculation (wB97M-V/def2-TZVPD) on a 2-piece molecular cluster, C5H8N2O2 overall.

As for the HOMO energy (spin up / spin down): -7.270 / -6.888 eV. The calculation puts the gap between HOMO and LUMO (spin up / spin down) at 7.67 / 7.20 eV.

```
! RIJCOSX wB97M-V def2-TZVPD def2/J DEFGRID3
* xyz 0 1
C -2.04 0.19 -0.11
C 1.00 0.63 -1.49
C -1.46 -1.21 -0.05
C -0.08 0.40 0.74
C 0.89 0.91 1.73
N -1.20 1.04 0.37
N 1.59 -0.54 -1.49
O 0.94 1.59 -2.19
O -0.22 -1.00 0.60
H -2.99 0.45 -0.53
H -2.08 -1.92 0.52
H -1.30 -1.62 -1.06
H 0.65 0.52 2.72
H 0.82 2.00 1.75
H 1.91 0.61 1.49
H 1.40 -1.17 -0.72
H 2.16 -0.88 -2.27
*
```

***

x.
ORCA calculation (wB97M-V/def2-TZVPD) on a 2-piece molecular cluster, C5H8N2O2 overall.

As for the HOMO energy: -8.810 eV. The calculation puts the gap between HOMO and LUMO at 7.74 eV.

```
! RIJCOSX wB97M-V def2-TZVPD def2/J DEFGRID3
* xyz 0 1
C -0.87 1.94 0.38
C -0.63 0.83 -0.65
C 2.62 -0.26 0.52
C -0.04 -1.58 -0.17
C -1.42 -1.98 -0.24
H -1.86 1.77 1.12
H -0.04 2.26 1.13
H -1.26 2.74 -0.39
H -0.12 1.28 -1.43
H -1.52 0.35 -0.79
H 2.72 -1.11 1.91
H 3.41 0.34 -0.15
H -1.75 -3.01 -0.85
N 0.36 -0.15 -0.28
N 1.70 0.12 -0.65
O 0.81 -2.46 0.04
O -2.15 -1.09 0.50
*
```

***

Stability, highest: w

***

w.
ORCA calculation (wB97M-V/def2-TZVPD) on a 2-piece molecular cluster, CH2ClFP2 overall.

As for the HOMO energy: -9.542 eV. The calculation puts the gap between HOMO and LUMO at 9.80 eV.

```
! RIJCOSX wB97M-V def2-TZVPD def2/J DEFGRID3
* xyz 0 1
C 0.63 -0.60 0.13
F 1.10 1.04 1.95
P -0.48 0.77 -0.45
P 1.55 1.00 0.38
Cl 0.84 -1.90 -0.93
H 0.16 -0.88 1.67
H 0.15 0.72 -1.59
*
```

***

x.
ORCA calculation (wB97M-V/def2-TZVPD) on a 2-piece molecular cluster, CH2ClFP2 overall.

As for the HOMO energy (spin up / spin down): -8.542 / -9.741 eV. The calculation puts the gap between HOMO and LUMO (spin up / spin down) at 8.08 / 8.63 eV.

```
! RIJCOSX wB97M-V def2-TZVPD def2/J DEFGRID3
* xyz 0 1
C 0.61 0.10 -0.04
F -1.99 0.48 0.81
P -0.32 -1.36 -0.68
P -1.05 0.79 -0.54
Cl 2.21 0.60 0.07
H 0.14 0.53 2.22
H 0.41 -1.15 -1.84
*
```

***

Stability, highest: w

***

w.
ORCA calculation (wB97M-V/def2-TZVPD) on a 2-piece molecular cluster, C4H10N2S overall.

As for the HOMO energy: -8.776 eV. The calculation puts the gap between HOMO and LUMO at 9.60 eV.

```
! RIJCOSX wB97M-V def2-TZVPD def2/J DEFGRID3
* xyz 0 1
C -3.00 -0.87 0.21
C -1.76 -0.89 0.66
C 3.20 -0.59 0.09
C 2.47 0.15 -0.71
N -1.55 0.67 -1.41
N -0.06 1.32 0.84
S -0.56 0.14 -0.37
H -3.84 -1.06 0.78
H -3.01 -0.22 -0.76
H -1.33 -1.21 1.59
H 3.41 -0.23 1.11
H 0.60 0.83 1.52
H 3.52 -1.53 -0.31
H 2.09 -0.21 -1.80
H 1.96 1.00 -0.43
H -1.27 0.92 -2.33
H -0.88 1.78 1.34
*
```

***

x.
ORCA calculation (wB97M-V/def2-TZVPD) on C4H10N2S as an isolated structure.

As for the HOMO energy: -8.374 eV. The calculation puts the gap between HOMO and LUMO at 9.10 eV.

```
! RIJCOSX wB97M-V def2-TZVPD def2/J DEFGRID3
* xyz 0 1
C 1.96 -1.38 -0.52
C 1.24 -0.60 0.47
C -0.92 0.53 -0.06
C -0.50 1.98 -0.08
H 1.51 -1.39 -1.67
H 1.96 -2.57 -0.30
H 2.97 -0.96 -0.45
H 1.46 0.44 0.34
H 1.47 -0.91 1.59
H -0.55 2.35 1.02
H 0.58 2.12 -0.54
H -1.07 2.71 -0.67
H -3.10 1.02 0.05
H -1.59 -1.89 0.92
N -0.17 -0.49 0.27
N -2.31 0.37 -0.32
S -2.94 -1.34 -0.04
*
```

***

y.
ORCA calculation (wB97M-V/def2-TZVPD) on C4H10N2S as an isolated structure.

As for the HOMO energy: -8.903 eV. The calculation puts the gap between HOMO and LUMO at 8.15 eV.

```
! RIJCOSX wB97M-V def2-TZVPD def2/J DEFGRID3
* xyz 0 1
C 0.70 1.04 -0.56
C 0.26 -0.29 -0.22
C -1.03 -0.48 -1.02
C -0.80 -0.32 0.91
H 1.74 2.82 0.43
H 2.18 0.41 1.34
H 0.89 1.07 -1.70
H -0.16 1.74 -0.50
H 1.00 -2.81 1.11
H -1.12 -0.03 -2.07
H -1.13 -1.51 -1.27
H -2.75 -0.54 0.40
H -0.87 -1.34 1.48
H -0.64 0.60 1.64
N 2.03 1.31 0.15
N -1.93 -0.08 0.10
S 1.62 -1.59 -0.22
*
```

***

z.
ORCA calculation (wB97M-V/def2-TZVPD) on one molecule with the formula C4H10N2S.

As for the HOMO energy: -9.034 eV. Its SMILES is [H]/N=C(/N)SCCC. The calculation puts the gap between HOMO and LUMO at 9.84 eV.

```
! RIJCOSX wB97M-V def2-TZVPD def2/J DEFGRID3
* xyz 0 1
H -0.52 -0.34 -1.81
N -1.53 -0.01 -1.78
C -1.92 0.16 -0.60
N -3.17 0.65 -0.43
S -1.05 -0.12 0.89
C 0.42 -0.99 0.35
C 1.59 -0.11 -0.09
C 2.18 0.72 1.06
H -3.60 0.29 0.40
H -3.70 0.55 -1.27
H 0.66 -1.55 1.29
H 0.14 -1.72 -0.42
H 2.31 -0.71 -0.62
H 1.16 0.53 -0.87
H 2.60 0.01 1.80
H 1.44 1.38 1.51
H 2.99 1.26 0.58
*
```

***

Stability, highest: z

***

w.
ORCA calculation (wB97M-V/def2-TZVPD) on an isolated ion of composition C5H4NO3 and charge -1.

As for the HOMO energy: -4.656 eV. Its SMILES is C[C@@](C#N)(C=O)C(=O)[O-]. The calculation puts the gap between HOMO and LUMO at 8.38 eV.

```
! RIJCOSX wB97M-V def2-TZVPD def2/J DEFGRID3
* xyz -1 1
C 0.20 0.10 0.58
C -1.26 0.10 0.20
C -2.09 0.92 0.98
N -2.78 1.59 1.62
C -1.50 0.62 -1.58
O -2.41 1.28 -1.99
C -1.78 -1.45 -0.11
O -0.96 -2.06 -0.79
O -2.86 -1.75 0.36
H 0.31 -0.41 1.54
H 0.77 -0.45 -0.16
H 0.60 1.11 0.69
H -0.70 0.15 -2.16
*
```

***

x.
ORCA calculation (wB97M-V/def2-TZVPD) on a 2-piece molecular cluster, C5H4NO3 overall.

As for the HOMO energy (spin up / spin down): -2.473 / -3.879 eV. The calculation puts the gap between HOMO and LUMO (spin up / spin down) at 5.67 / 7.67 eV.

```
! RIJCOSX wB97M-V def2-TZVPD def2/J DEFGRID3
* xyz -1 1
C -0.17 0.90 1.05
C 0.06 0.80 -0.32
C 0.67 -0.01 1.65
C 1.05 -0.18 -0.51
C 1.63 -0.61 -1.67
N 2.75 -1.29 -1.86
O 2.85 -2.37 -2.44
O 3.76 -0.59 -1.57
O 1.40 -0.67 0.75
H -0.86 1.55 1.56
H -0.41 1.35 -1.12
H 0.82 -0.25 2.68
H -0.57 -2.36 -2.77
*
```

***

Stability, highest: w